Arrangement one

Computed, not measured: 5 unconnected molecules or ions with the total composition C3H15NO4, with ωB97M-V/def2-TZVPD.

```
23
Properties=species:S:1:pos:R:3:lowdin_charge:R:1
C 2.010 1.317 0.348 -0.0497
N 1.290 0.277 0.190 -0.0363
C 2.151 -0.942 0.172 -0.2780
C 1.700 -1.710 1.448 -0.0895
H 3.115 1.299 0.382 0.0829
H 1.516 2.273 0.455 0.0660
H 1.914 -1.526 -0.718 0.1044
H 3.220 -0.729 0.186 0.0912
H 1.958 -1.185 2.356 0.0688
H 0.622 -1.871 1.321 0.0607
H 2.073 -2.726 1.385 0.0635
O -2.016 1.801 0.436 -0.0500
H -1.599 1.448 1.232 0.0682
H -2.667 1.217 0.022 0.0417
O -1.810 -0.505 -1.728 -0.0663
H -1.163 -0.186 -1.102 -0.0098
H -1.755 -0.046 -2.567 0.0475
O -1.056 1.938 -2.084 -0.0800
H -0.476 1.512 -1.441 -0.0020
H -1.782 2.173 -1.479 0.0249
O -2.690 -1.340 0.609 -0.0393
H -2.482 -0.490 0.261 -0.0485
H -2.070 -2.000 0.318 0.0298
```

For the LUMO energy, the calculation gives 0.6 eV. For the HOMO energy, the calculation gives -10.824 eV. The value obtained for the orbital gap is 11.4 eV. As for the SMILES: C=NCC.O.O.O.O.

---

Arrangement two

Computed, not measured: 5 unconnected molecules or ions with the total composition C3H15NO4, with ωB97M-V/def2-TZVPD.

```
23
Properties=species:S:1:pos:R:3:lowdin_charge:R:1
C -0.265 -2.349 0.566 -0.0457
N -0.052 -1.361 -0.191 -0.0476
C 0.496 -1.671 -1.519 -0.2887
C -0.634 -1.174 -2.431 -0.1140
H -0.205 -3.351 0.158 0.0665
H -0.456 -2.390 1.635 0.0722
H 1.491 -1.230 -1.625 0.1071
H 0.587 -2.734 -1.789 0.1002
H -1.345 -1.930 -2.645 0.0427
H -1.156 -0.275 -1.992 0.0845
H -0.272 -1.038 -3.505 0.0891
O -1.278 1.268 2.056 -0.0447
H -1.907 0.948 1.411 0.0527
H -1.146 2.142 1.676 0.0288
O 1.300 2.123 0.594 -0.0885
H 1.400 1.180 0.350 0.0581
H 2.163 2.082 1.018 0.0677
O 1.212 0.670 2.607 -0.0855
H 0.780 0.006 2.032 0.0173
H 0.446 0.966 3.091 0.0149
O -0.801 2.823 -0.561 -0.1338
H -0.301 2.557 0.280 -0.0051
H -0.057 2.736 -1.216 0.0519
```

For the LUMO energy, the calculation gives 0.6 eV. For the HOMO energy, the calculation gives -10.325 eV. The value obtained for the orbital gap is 10.9 eV. As for the SMILES: C=NCC.O.O.O.O.

---

In terms of stability, arrangement one leads; the second structure lies 0.0213 hartree higher.

---

Arrangement one

Computed, not measured: 3 unconnected molecules or ions with the total composition C10H28BrN2O2, with ωB97M-V/def2-TZVPD.

```
43
Properties=species:S:1:pos:R:3:lowdin_charge:R:1
Br 3.639 -1.590 0.005 -0.3440
C -3.431 -3.567 2.432 0.0156
N -1.956 -3.473 2.128 -0.3533
C -1.236 -4.266 3.183 0.0186
C -1.689 -4.159 0.831 0.0022
C -1.539 -2.035 2.149 -0.1096
C -0.255 -1.760 1.398 -0.2834
O 0.765 -2.496 1.975 -0.0807
H -3.575 -2.907 3.287 0.1100
H -3.652 -4.590 2.715 0.1093
H -4.037 -3.195 1.612 0.1127
H -0.180 -4.209 2.936 0.1034
H -1.581 -5.297 3.147 0.1096
H -1.489 -3.870 4.163 0.1175
H -2.037 -5.187 0.908 0.1137
H -0.620 -4.234 0.631 0.1151
H -2.121 -3.661 -0.033 0.1169
H -1.537 -1.684 3.184 0.1444
H -2.353 -1.409 1.774 0.1382
H -0.072 -0.676 1.449 0.1265
H -0.411 -1.850 0.314 0.1229
H 1.598 -2.339 1.494 -0.0247
C 1.148 5.067 -2.909 0.0137
N 1.085 3.675 -2.345 -0.3743
C -0.363 3.356 -2.075 0.0199
C 1.634 2.731 -3.373 0.0180
C 1.897 3.604 -1.062 -0.0851
C 2.053 2.217 -0.486 -0.2737
O 2.880 1.404 -1.241 -0.1266
H 2.190 5.298 -3.107 0.1129
H 0.697 5.728 -2.173 0.1110
H 0.559 5.069 -3.822 0.1106
H -0.708 4.108 -1.368 0.1096
H -0.395 2.350 -1.673 0.0996
H -0.934 3.481 -2.991 0.1106
H 2.664 3.019 -3.563 0.1215
H 0.972 2.733 -4.234 0.1117
H 1.650 1.728 -2.950 0.1020
H 1.342 4.228 -0.362 0.1380
H 2.843 4.088 -1.300 0.1446
H 1.051 1.797 -0.302 0.1106
H 2.481 2.271 0.523 0.1392
H 3.021 0.503 -0.869 -0.0949
```

For the LUMO energy, the calculation gives -2.4 eV. For the HOMO energy, the calculation gives -9.411 eV. Its charge is +1. The value obtained for the orbital gap is 7.0 eV.

---

Arrangement two

Computed, not measured: 3 unconnected molecules or ions with the total composition C10H28BrN2O2, with ωB97M-V/def2-TZVPD.

```
43
Properties=species:S:1:pos:R:3:lowdin_charge:R:1
Br 0.649 4.982 3.841 -0.9972
C -6.155 1.106 -0.263 0.0438
N -4.880 1.988 -0.013 -0.3055
C -5.295 2.995 1.098 0.0344
C -3.776 1.024 0.520 0.0167
C -4.315 2.709 -1.285 -0.0693
C -5.304 3.509 -2.159 -0.2574
O -6.096 4.416 -1.465 -0.0359
H -5.768 0.377 -0.975 0.1010
H -6.921 1.781 -0.646 0.1043
H -6.346 0.599 0.682 0.1053
H -5.423 2.326 1.950 0.0996
H -6.230 3.494 0.844 0.0983
H -4.517 3.737 1.278 0.1182
H -4.038 0.672 1.518 0.1025
H -2.852 1.594 0.616 0.1112
H -3.637 0.156 -0.124 0.1017
H -3.723 2.104 -1.972 0.1357
H -3.607 3.407 -0.837 0.1331
H -5.924 2.838 -2.754 0.1178
H -4.708 3.976 -2.942 0.1321
H -6.316 5.151 -2.042 0.1103
C 5.715 -3.734 -1.364 0.0279
N 5.113 -3.128 -0.040 -0.3002
C 3.732 -3.783 0.144 0.0221
C 6.136 -3.375 1.070 0.0250
C 5.000 -1.603 -0.222 -0.0978
C 4.851 -0.773 1.048 -0.2459
O 3.781 -1.073 1.920 -0.0328
H 6.781 -3.529 -1.467 0.1123
H 5.036 -3.510 -2.187 0.1099
H 5.611 -4.815 -1.269 0.0960
H 3.785 -4.865 0.023 0.1019
H 3.030 -3.417 -0.606 0.1069
H 3.276 -3.623 1.122 0.1054
H 5.698 -3.109 2.032 0.1105
H 6.951 -2.668 0.920 0.1096
H 6.520 -4.389 0.958 0.1113
H 4.116 -1.384 -0.822 0.1343
H 5.826 -1.288 -0.860 0.1395
H 4.950 0.270 0.746 0.1430
H 5.719 -0.929 1.689 0.1104
H 3.558 -0.217 2.293 0.1098
```

For the LUMO energy, the calculation gives -2.5 eV. For the HOMO energy, the calculation gives -6.778 eV. Its charge is +1. The value obtained for the orbital gap is 4.3 eV.

---

In terms of stability, arrangement one leads; the second structure lies 0.1136 hartree higher.

---

Arrangement one

Computed, not measured: a molecular structure, C21H16N6O2PdSSe, with ωB97M-V/def2-TZVPD.

```
48
Properties=species:S:1:pos:R:3:lowdin_charge:R:1
Pd 0.198 -0.079 0.804 0.7281
O 2.177 2.462 -1.675 0.1162
C 1.771 1.630 -0.901 -0.4306
N 0.534 1.524 -0.320 -0.0076
C -0.530 2.351 -0.573 -0.4491
O -0.567 3.349 -1.249 0.1167
C -1.769 1.868 0.157 -0.1895
C -2.956 2.559 0.021 0.0213
C -4.077 2.103 0.695 -0.0296
C -3.966 0.976 1.492 -0.0375
C -2.744 0.334 1.582 -0.1388
N -1.669 0.767 0.922 -0.0333
C 2.670 0.489 -0.456 -0.1596
C 3.971 0.423 -0.910 0.0177
C 4.783 -0.607 -0.463 -0.0309
C 4.268 -1.525 0.435 -0.0291
C 2.953 -1.401 0.847 -0.1124
N 2.166 -0.422 0.398 -0.0219
H -2.962 3.432 -0.616 0.1281
H -5.022 2.620 0.601 0.1153
H -4.811 0.587 2.041 0.1109
H -2.609 -0.555 2.184 0.0553
H 4.306 1.185 -1.599 0.1264
H 5.806 -0.688 -0.807 0.1153
H 4.867 -2.339 0.819 0.1140
H 2.505 -2.088 1.549 0.0785
Se -0.253 -2.018 2.209 0.6648
C 0.329 -3.512 1.167 -0.6713
C 0.569 -3.446 -0.203 -0.1501
C 0.977 -4.594 -0.867 -0.1421
N 1.158 -5.774 -0.279 0.0511
C 0.923 -5.827 1.031 -0.1588
C 0.516 -4.743 1.791 -0.1307
H 0.431 -2.524 -0.757 0.0435
H 1.166 -4.555 -1.935 0.1086
H 1.073 -6.792 1.503 0.1025
H 0.354 -4.855 2.856 0.0931
S -1.411 -0.838 -2.196 0.6353
C -2.533 -1.963 -1.707 -0.8485
N -2.470 -2.462 -0.422 0.0483
C -3.266 -3.436 0.049 -0.0677
C -4.232 -3.948 -0.755 -0.0471
C -4.314 -3.383 -2.047 -0.1224
N -3.525 -2.450 -2.509 0.0682
H -1.740 -2.089 0.188 0.0046
H -3.070 -3.750 1.067 0.1308
H -4.895 -4.732 -0.427 0.1010
H -5.082 -3.732 -2.732 0.1132
```

For the LUMO energy, the calculation gives -0.5 eV. For the HOMO energy, the calculation gives -8.133 eV. The value obtained for the orbital gap is 7.7 eV.

---

Arrangement two

Computed, not measured: a molecular structure, C21H16N6O2PdSSe, with ωB97M-V/def2-TZVPD.

```
48
Properties=species:S:1:pos:R:3:lowdin_charge:R:1
Pd 0.241 0.328 -0.278 0.6406
O -3.716 1.134 0.455 0.0980
C -2.657 0.602 0.208 -0.4596
N -1.472 0.692 0.863 0.0401
C -1.276 1.266 2.085 -0.4417
O -2.105 1.638 2.882 0.1029
C 0.204 1.419 2.384 -0.1680
C 0.611 1.997 3.571 0.0154
C 1.967 2.134 3.818 -0.0353
C 2.875 1.683 2.874 -0.0307
C 2.399 1.111 1.707 -0.0982
N 1.097 0.987 1.481 -0.0298
C -2.501 -0.284 -1.010 -0.1740
C -3.589 -0.963 -1.521 0.0158
C -3.402 -1.802 -2.608 -0.0330
C -2.134 -1.923 -3.156 -0.0336
C -1.095 -1.199 -2.599 -0.1340
N -1.276 -0.393 -1.555 -0.0284
H -0.148 2.319 4.268 0.1235
H 2.314 2.585 4.737 0.1130
H 3.939 1.768 3.031 0.1119
H 3.056 0.729 0.936 0.1171
H -4.551 -0.824 -1.051 0.1257
H -4.231 -2.363 -3.017 0.1138
H -1.945 -2.576 -3.995 0.1122
H -0.084 -1.261 -2.977 0.0906
Se 0.945 -2.104 0.276 0.6053
C 2.684 -2.180 -0.532 -0.6890
C 3.793 -2.603 0.196 -0.1388
C 5.030 -2.668 -0.425 -0.1680
N 5.246 -2.339 -1.696 0.0407
C 4.184 -1.935 -2.389 -0.1638
C 2.905 -1.846 -1.865 -0.1640
H 3.688 -2.874 1.238 0.0887
H 5.899 -2.999 0.131 0.0983
H 4.365 -1.670 -3.424 0.1002
H 2.088 -1.515 -2.492 0.0482
S 1.561 1.428 -2.163 0.6371
C 0.290 2.482 -1.813 -0.8465
N -0.810 2.524 -2.651 0.0555
C -1.954 3.164 -2.314 -0.0652
C -2.006 3.878 -1.165 -0.0379
C -0.815 3.938 -0.403 -0.1127
N 0.278 3.290 -0.706 0.0552
H -0.772 1.927 -3.465 0.1342
H -2.782 3.057 -3.000 0.1352
H -2.904 4.380 -0.846 0.1123
H -0.783 4.541 0.497 0.1207
```

For the LUMO energy (alpha / beta), the calculation gives -0.8 / -0.8 eV. For the HOMO energy (alpha / beta), the calculation gives -6.948 / -6.941 eV. The value obtained for the orbital gap (alpha / beta) is 6.2 / 6.1 eV.

---

In terms of stability, arrangement one leads; the second structure lies 0.0579 hartree higher.

---

Arrangement one

Computed, not measured: a single C7H7NO2 molecule, with ωB97M-V/def2-TZVPD.

```
17
Properties=species:S:1:pos:R:3:lowdin_charge:R:1
C 1.984 5.727 -0.911 0.1372
C 1.178 4.957 -1.386 -0.0886
C 0.320 3.956 -1.954 -0.2160
C -0.389 4.188 -3.074 0.0637
C -1.526 3.327 -3.506 -0.4888
O -2.684 3.675 -3.449 0.1047
O -1.149 2.140 -4.147 0.0681
C 0.194 2.682 -1.179 -0.2875
C -0.506 2.630 0.129 -0.1080
N -1.156 2.154 -1.080 0.0129
H 2.765 6.373 -0.549 0.0340
H -0.275 5.125 -3.620 0.1360
H -1.932 1.742 -4.555 0.1145
H 1.021 1.979 -1.317 0.1518
H -0.162 1.898 0.862 0.1057
H -0.909 3.558 0.543 0.1164
H -1.184 1.154 -1.454 0.1437
```

For the LUMO energy, the calculation gives 0.5 eV. For the HOMO energy, the calculation gives -9.302 eV. The value obtained for the orbital gap is 9.8 eV. As for the SMILES: C#C/C(=C/C(=O)O)[C@H]1CN1.

---

Arrangement two

Computed, not measured: a single C7H7NO2 molecule, with ωB97M-V/def2-TZVPD.

```
17
Properties=species:S:1:pos:R:3:lowdin_charge:R:1
N 1.280 -2.361 0.588 0.0638
O 0.558 -1.815 -0.538 -0.1785
C 0.277 -0.368 -0.381 -0.1634
C 1.384 0.404 -0.225 -0.0208
C 1.219 1.810 0.014 -0.0353
C -0.063 2.359 0.216 -0.0427
C -1.171 1.505 -0.003 0.0057
C -1.056 0.127 -0.243 -0.1359
C -2.138 -0.807 -0.153 -0.2751
O -3.252 -0.747 0.224 0.0950
H 2.011 -2.943 0.175 0.0904
H 0.556 -2.950 0.894 0.0609
H 2.416 0.126 -0.348 0.1132
H 2.172 2.308 0.090 0.0988
H -0.163 3.381 0.275 0.0719
H -2.225 1.716 0.111 0.1164
H -1.803 -1.746 -0.696 0.1354
```

For the LUMO energy, the calculation gives 0.0 eV. For the HOMO energy, the calculation gives -9.468 eV. The value obtained for the orbital gap is 9.4 eV. As for the SMILES: NOc1ccccc1C=O.

---

In terms of stability, arrangement two leads; the second structure lies 0.0143 hartree higher.

---

Arrangement one

Computed, not measured: a single C5H10FNO molecule, with ωB97M-V/def2-TZVPD.

```
18
Properties=species:S:1:pos:R:3:lowdin_charge:R:1
C -2.479 -0.800 0.122 -0.0593
O -1.478 0.248 0.150 -0.1396
C -0.317 -0.094 -0.511 -0.2818
C 0.657 -0.975 0.375 -0.3390
N 1.596 -1.680 -0.461 0.0410
C 1.333 0.310 0.850 -0.0709
C 0.740 1.041 -0.367 -0.2580
F 0.157 2.268 -0.156 0.0053
H -2.098 -1.703 0.596 0.0747
H -3.357 -0.452 0.682 0.0934
H -2.729 -1.046 -0.926 0.0914
H -0.493 -0.422 -1.558 0.1534
H 0.156 -1.548 1.155 0.1315
H 1.183 -2.502 -0.910 0.0816
H 2.320 -2.050 0.183 0.0925
H 2.413 0.339 0.941 0.1075
H 0.878 0.763 1.734 0.1251
H 1.361 1.093 -1.271 0.1510
```

For the LUMO energy, the calculation gives 0.9 eV. For the HOMO energy, the calculation gives -9.389 eV. The value obtained for the orbital gap is 10.3 eV. As for the SMILES: CO[C@@H]1[C@@H](N)C[C@@H]1F.

---

Arrangement two

Computed, not measured: a single C5H10FNO molecule, with ωB97M-V/def2-TZVPD.

```
18
Properties=species:S:1:pos:R:3:lowdin_charge:R:1
C 2.313 0.120 0.756 -0.0999
C 1.424 0.275 -0.496 -0.1953
C -0.012 0.622 -0.104 -0.2736
N -0.459 1.819 -0.268 0.0525
O -1.762 2.064 0.088 -0.0449
C -0.907 -0.534 0.378 -0.2759
C -1.669 -1.122 -0.830 -0.0253
F -1.817 -0.180 1.422 -0.0564
H 1.989 -0.774 1.284 0.0603
H 2.257 1.014 1.388 0.0802
H 3.389 0.017 0.495 0.0796
H 1.453 -0.639 -1.108 0.1084
H 1.826 1.081 -1.144 0.1173
H -2.116 1.371 0.658 0.0585
H -0.326 -1.325 0.921 0.1510
H -2.409 -0.391 -1.260 0.1042
H -2.182 -2.039 -0.534 0.0782
H -0.993 -1.377 -1.648 0.0809
```

For the LUMO energy, the calculation gives 0.9 eV. For the HOMO energy, the calculation gives -9.599 eV. The value obtained for the orbital gap is 10.5 eV. As for the SMILES: CC/C(=N/O)[C@H](C)F.

---

In terms of stability, arrangement one leads; the second structure lies 0.0164 hartree higher.